A cluster of 2 separate species, C4H7NO in total in a non-equilibrium geometry, computed with wB97M-V/def2-TZVPD.

The geometry in XYZ format:
```
13
C4H7NO, DFT wB97M-V/def2-TZVPD
C 2.193 0.280 0.433
N 1.431 -0.918 0.442
C 0.609 -1.735 0.606
C -1.406 -0.224 -1.017
C -1.868 0.378 0.222
O -0.737 0.910 -0.446
H 1.494 1.090 0.211
H 2.992 0.228 -0.311
H 2.619 0.409 1.430
H -0.929 -1.198 -0.968
H -1.975 -0.072 -1.929
H -2.760 0.993 0.170
H -1.663 -0.141 1.156
```

Its HOMO energy is -10.42 eV. The value obtained for the total energy is -7796.1539 eV. Its charge is 0. The energy above the lowest of the compared OMol25 structures with the same formula, charge and spin comes out at 3.491 eV. The LUMO energy is 0.0380 Ha. The value obtained for the orbital gap is 11.454 eV.

An isolated molecule of CH3O3PS in a non-equilibrium geometry, computed with wB97M-V/def2-TZVPD.

The geometry in XYZ format:
```
9
CH3O3PS, DFT wB97M-V/def2-TZVPD
O -2.144 0.041 -1.323
C -1.552 -0.029 -0.303
O -2.076 0.261 0.852
O -0.139 -0.289 -0.219
P 1.489 -0.826 -0.735
S 2.595 0.404 0.589
H -1.455 0.129 1.726
H 1.726 0.037 -1.941
H 1.555 0.272 1.355
```

Its HOMO energy is -9.40 eV. The value obtained for the total energy is -27351.3326 eV. Its charge is 0. The energy above the lowest of the compared OMol25 structures with the same formula, charge and spin comes out at 1.503 eV. The LUMO energy is 0.0046 Ha. The value obtained for the orbital gap is 9.529 eV.

A cluster of 11 separate species, C50H133N11O14 in total in a non-equilibrium geometry, computed with wB97M-V/def2-TZVPD.

The geometry in XYZ format:
```
208
C50H133N11O14, DFT wB97M-V/def2-TZVPD
C 0.431 5.000 3.578
O 1.254 5.378 2.524
C 0.569 6.027 1.411
C 1.468 6.811 0.380
N 2.301 7.940 0.802
C 1.559 9.094 1.240
C 2.533 10.186 1.871
O 2.721 9.666 3.207
C 3.471 10.484 4.072
H 0.063 5.912 4.047
H 1.126 4.580 4.305
H -0.410 4.366 3.296
H -0.162 6.736 1.800
H -0.066 5.281 0.933
H 0.865 7.266 -0.407
H 2.094 5.986 0.041
H 2.935 7.560 1.490
H 0.841 8.785 2.000
H 0.980 9.465 0.394
H 2.202 11.205 1.670
H 3.513 10.115 1.401
H 4.517 10.589 3.784
H 3.310 10.017 5.044
H 3.140 11.511 4.225
C -3.452 -7.129 -2.405
O -2.451 -6.056 -2.381
C -2.910 -4.932 -1.581
C -2.859 -5.161 -0.066
N -1.495 -5.427 0.405
C -1.468 -6.066 1.693
C 0.017 -6.339 2.179
O 0.518 -7.574 1.665
C 1.810 -7.884 2.179
H -3.400 -7.699 -1.478
H -3.291 -7.820 -3.232
H -4.475 -6.789 -2.570
H -3.891 -4.587 -1.907
H -2.281 -4.072 -1.814
H -3.555 -5.973 0.148
H -3.208 -4.270 0.456
H -1.107 -6.059 -0.281
H -2.080 -6.968 1.683
H -1.941 -5.351 2.366
H -0.015 -6.337 3.268
H 0.638 -5.497 1.875
H 1.843 -8.032 3.259
H 2.591 -7.151 1.977
H 2.175 -8.810 1.734
C -4.144 -2.355 -6.144
O -3.281 -1.703 -5.239
C -2.657 -2.544 -4.260
C -1.796 -3.734 -4.792
N -2.624 -4.928 -5.160
C -1.897 -5.939 -5.967
C -1.655 -5.503 -7.453
O -0.385 -4.912 -7.553
C -0.134 -4.291 -8.806
H -4.863 -3.017 -5.663
H -3.546 -2.854 -6.906
H -4.743 -1.686 -6.763
H -3.484 -2.863 -3.626
H -2.121 -1.868 -3.594
H -1.024 -4.006 -4.073
H -1.364 -3.411 -5.740
H -2.950 -5.361 -4.308
H -2.453 -6.875 -6.004
H -0.977 -6.164 -5.427
H -2.437 -4.843 -7.830
H -1.739 -6.386 -8.087
H -0.323 -4.865 -9.712
H 0.869 -3.865 -8.827
H -0.863 -3.480 -8.812
C 3.586 0.915 1.414
C 3.739 2.240 2.159
C 5.057 2.340 2.977
O 4.988 1.450 4.050
C 6.145 1.320 4.797
N 3.710 3.260 1.120
H 2.719 0.863 0.755
H 3.505 0.076 2.105
H 4.400 0.772 0.703
H 2.855 2.443 2.763
H 5.137 3.347 3.389
H 5.918 2.185 2.327
H 7.064 0.923 4.365
H 6.015 0.491 5.493
H 6.310 2.268 5.309
H 3.752 4.223 1.421
H 2.845 3.172 0.606
C -5.828 -3.153 2.652
C -5.259 -1.757 2.141
C -4.773 -0.817 3.327
O -4.297 0.462 2.849
C -3.971 1.352 3.902
N -4.191 -1.925 1.177
H -5.959 -3.834 1.811
H -6.744 -3.066 3.236
H -5.129 -3.657 3.320
H -6.099 -1.266 1.650
H -4.040 -1.204 4.035
H -5.635 -0.734 3.989
H -3.546 2.284 3.529
H -3.145 0.918 4.465
H -4.819 1.587 4.545
H -3.913 -1.016 0.834
H -3.298 -2.243 1.525
C 1.757 -2.356 -3.122
C 2.103 -1.616 -4.380
C 0.878 -0.855 -4.867
O 0.383 0.245 -4.005
C -0.513 1.145 -4.638
N 3.193 -0.654 -4.135
H 2.605 -2.914 -2.726
H 0.952 -3.088 -3.184
H 1.440 -1.662 -2.344
H 2.386 -2.323 -5.160
H 0.069 -1.568 -5.029
H 1.115 -0.339 -5.798
H 0.102 1.804 -5.251
H -1.186 1.628 -3.929
H -1.130 0.514 -5.276
H 3.064 -0.066 -3.324
H 3.271 -0.038 -4.932
C 3.598 -2.625 -0.109
C 4.863 -3.395 -0.062
C 5.035 -4.221 1.190
O 5.200 -3.485 2.363
C 6.046 -2.366 2.396
N 5.013 -4.158 -1.292
H 3.678 -1.810 -0.829
H 3.483 -2.044 0.806
H 2.615 -3.074 -0.252
H 5.751 -2.764 -0.090
H 5.958 -4.777 1.025
H 4.162 -4.855 1.348
H 6.114 -1.958 3.405
H 5.835 -1.538 1.719
H 7.039 -2.796 2.265
H 4.064 -4.266 -1.620
H 5.415 -3.511 -1.955
C -1.243 -1.178 -0.745
C -0.483 -1.438 0.587
C -0.405 -0.175 1.396
O 0.194 0.961 0.699
C 0.324 2.101 1.598
N -1.134 -2.457 1.323
H -0.683 -0.441 -1.321
H -2.237 -0.760 -0.589
H -1.367 -2.082 -1.342
H 0.517 -1.822 0.390
H 0.168 -0.338 2.308
H -1.445 0.057 1.628
H 0.748 1.870 2.575
H -0.674 2.500 1.784
H 0.848 2.907 1.084
H -0.705 -2.704 2.204
H -1.310 -3.280 0.764
C 2.619 3.137 -3.224
C 1.850 2.930 -1.998
C 0.482 3.630 -1.966
O 0.637 5.043 -1.986
C -0.623 5.702 -2.245
N 1.706 1.423 -1.761
H 1.972 2.986 -4.088
H 3.535 2.559 -3.349
H 2.945 4.175 -3.277
H 2.492 3.329 -1.212
H -0.127 3.276 -1.135
H -0.070 3.241 -2.822
H -1.067 5.548 -3.229
H -0.245 6.719 -2.142
H -1.346 5.519 -1.450
H 1.383 1.012 -2.625
H 1.094 1.215 -0.985
C -3.272 4.450 0.262
C -4.304 5.530 0.473
C -3.921 6.926 -0.230
O -3.079 7.712 0.577
C -2.201 8.726 0.000
N -5.560 5.075 -0.097
H -2.310 4.712 0.702
H -3.179 4.264 -0.808
H -3.636 3.532 0.723
H -4.436 5.703 1.541
H -4.800 7.564 -0.316
H -3.449 6.766 -1.200
H -1.380 8.173 -0.457
H -1.656 9.222 0.804
H -2.655 9.466 -0.658
H -6.228 5.827 -0.009
H -5.883 4.418 0.599
C -2.011 -3.797 4.715
C -1.012 -3.084 5.657
C 0.484 -3.141 5.298
O 0.713 -2.715 3.962
C 1.946 -3.082 3.404
N -1.477 -1.715 5.816
H -1.869 -3.423 3.701
H -3.047 -3.729 5.046
H -1.703 -4.833 4.572
H -1.008 -3.487 6.670
H 0.784 -4.175 5.467
H 1.027 -2.495 5.988
H 1.963 -2.543 2.457
H 2.021 -4.133 3.124
H 2.839 -2.924 4.010
H -2.471 -1.638 5.976
H -1.414 -1.281 4.907
```

Its HOMO energy (spin up / spin down) is -9.64 / -9.64 eV. The value obtained for the total energy is -99043.5704 eV. Its charge is +1. As for the spin multiplicity: 2. The energy above the lowest of the compared OMol25 structures with the same formula, charge and spin comes out at 0.000 eV. The LUMO energy (spin up / spin down) is -0.0804 / -0.2726 Ha. Its expectation value of S² is 0.75. The value obtained for the orbital gap (spin up / spin down) is 7.450 / 2.220 eV.